# 1
Computed, not measured: a molecular structure, C51H32N9OPTc at a distorted geometry, with the ωB97M-V functional and the def2-TZVPD basis.

XYZ file:
```
95
Properties=species:S:1:pos:R:3:forces:R:3
N 2.6689 1.1075 2.8839 0.0041 0.4613 1.1036
C -1.5039 -4.9890 0.2672 -0.0202 -0.0448 -0.0204
C 1.5563 1.2988 -3.6699 -0.6292 0.3518 -0.7534
H 3.4649 1.0754 -4.6234 0.1973 -0.0499 -0.0102
H 2.5556 1.7103 -6.8466 0.0481 0.0030 -0.0652
H 0.4423 -1.4753 -3.4176 -0.0680 0.0654 -0.0830
C 2.1475 -2.3636 -0.6158 -0.2493 0.0181 -0.0543
C -1.5535 -2.5876 1.6705 0.1931 0.0082 -0.1203
C 1.0903 2.0943 4.4419 -0.8308 0.7297 1.2241
C -2.5458 0.2661 -0.4102 -0.0252 -0.2249 -0.7419
H -5.1913 0.8567 -3.2333 -0.0032 0.0318 -0.0176
H -0.2773 -3.9737 -1.1586 -0.0203 -0.0168 -0.0327
H 4.1167 -3.1924 -0.5830 0.0495 -0.0500 0.0730
H -1.5453 -1.6615 2.2315 -0.0190 0.0240 0.0434
N 2.8954 0.6080 -1.7715 1.9128 -0.7706 1.2123
C 0.5627 2.0191 -6.1386 0.0036 -0.0397 0.0446
C -2.4864 0.7765 1.8952 0.1490 -0.2637 -0.7251
H -6.6263 -1.2136 2.7164 -0.0238 -0.0371 0.0679
C -4.8574 -0.9796 -0.1765 -0.1013 -0.0822 -0.0572
C -5.8155 -0.9456 2.0565 0.0638 0.1500 0.2260
H -2.6211 3.0005 0.5360 -0.0027 -0.1304 0.0033
C -3.8917 1.7572 -1.8667 -0.1324 -0.0404 0.0519
C -4.2625 0.7415 -2.6880 -0.2342 0.3298 0.0706
C 0.2040 1.6350 -3.8291 0.8990 0.0262 -0.5101
H -2.0658 2.9144 5.4831 -0.1299 0.0187 -0.0141
C -4.7366 -0.2298 2.5357 -0.0287 -0.0282 0.0515
C 1.2383 -1.8543 -2.7932 -0.1491 -0.1853 0.2326
H 2.9253 2.5964 5.4327 0.1423 0.0727 0.0064
C -2.5327 1.6145 -1.2680 -0.3227 -0.2634 0.3826
N -0.6391 2.7644 -0.1647 0.7073 -0.7869 -0.5820
C -1.8335 -0.7689 -1.2066 0.1190 0.0444 -0.3437
C 3.4362 -2.8170 -2.5807 -0.0304 0.0452 -0.0151
C -0.3109 2.0074 -5.0543 0.0845 -0.0846 0.2482
C 1.7338 0.9665 -2.2672 -2.4643 0.7192 0.4415
C 1.1757 3.4267 6.3967 -0.4080 0.1236 0.2100
C 1.1026 -1.8789 -1.4103 -0.0777 -0.0334 -0.0175
C -2.2359 -3.6912 2.1533 -0.0579 -0.0004 0.0649
Tc 0.3403 0.9946 0.4962 -1.7378 0.2257 -1.2184
C 3.0836 0.7457 1.7056 -1.0996 0.0016 -1.2877
H -1.3487 2.2848 -5.1529 -0.1099 -0.0096 -0.0341
C -0.3206 2.1693 4.4595 0.8596 0.7164 0.8973
H 5.4490 0.0961 3.2795 0.0320 0.0289 0.1563
H 7.5997 -1.0704 -0.2383 0.0992 -0.0486 -0.0608
P -0.2583 -1.2104 -0.4210 -0.0584 0.2122 0.3761
C 1.8519 2.6927 5.4322 -0.1516 -0.4614 -0.6963
H -1.9821 -1.8859 -2.9811 0.0639 -0.0594 -0.1675
C 3.1746 0.4815 -0.5002 -0.5703 0.5535 -1.8426
N 0.5527 1.0703 -1.6069 1.8615 -0.2645 -0.2265
C -0.8586 -2.6846 0.4703 0.2196 0.1683 -0.0722
C -2.2183 -4.8864 1.4504 0.0008 0.0608 0.0648
C -0.8298 -3.8909 -0.2326 0.0071 0.0678 0.1568
C -0.9892 2.8622 5.4613 0.0240 -0.3517 -0.5763
H -4.9148 -1.3159 -1.1989 -0.0444 0.0128 0.0060
H -4.6548 0.0596 3.5698 -0.0338 0.0120 0.1972
C -0.2163 3.5148 6.4085 0.3891 0.1284 0.2102
H 1.7407 3.9481 7.1528 0.0425 0.0411 0.1140
C 2.4254 1.3268 -4.7472 -0.0958 -0.0619 0.2411
C -2.4086 -1.0638 -2.4235 0.5285 -0.3080 0.6032
C 1.4444 1.3978 3.2330 -0.0198 -0.6600 -1.0679
H 5.6318 -0.5687 -1.6735 0.0128 0.0325 -0.1071
H -0.6979 4.1171 7.1642 -0.0261 -0.0284 0.0864
N 2.3552 0.8438 0.5400 0.1753 0.1237 1.2191
C 4.4049 0.2467 1.4101 0.8128 -0.5115 -0.8275
C 6.6393 -0.5133 1.5841 0.0483 -0.0723 -0.0951
N -2.0324 1.1860 3.0284 -0.0034 0.5075 0.6864
C -0.4269 1.4926 -2.5191 -0.8888 0.0692 -0.0417
H 4.3385 -3.1911 -3.0403 0.0702 -0.0244 -0.0600
H 0.1897 2.2891 -7.1163 0.0212 0.0425 -0.0358
O -0.2074 3.5353 0.9310 0.0334 0.0678 0.7620
C -0.7704 1.4892 3.2801 -0.0290 -0.6837 -0.6829
N -1.8122 0.9448 0.6674 -0.1004 -0.5712 1.0388
H 2.5135 -2.3271 -4.4438 -0.0211 0.0151 -0.1036
H 7.5073 -0.7458 2.1805 0.1075 -0.0281 0.0333
C 5.5998 -0.4164 -0.6060 -0.4387 0.2306 0.0470
H -6.7015 -1.9019 0.3612 -0.0746 -0.0929 -0.0165
H 0.4110 4.1882 0.5636 -0.2674 -0.1895 -0.1100
H 2.0389 -2.3786 0.4631 0.0349 -0.0406 0.0666
C -1.9646 2.3033 0.0033 0.1195 1.2190 0.0668
N -1.6719 1.6861 -2.3855 0.9809 0.2986 -0.6137
C 2.4065 -2.3323 -3.3697 0.0147 -0.0363 -0.0962
C -3.7337 0.1262 1.6390 -0.1149 -0.2390 -0.5057
H -2.7515 -5.7424 1.8320 -0.0641 -0.0928 0.0514
H -4.4884 2.6433 -1.7333 -0.1761 0.1216 -0.0028
C 6.6892 -0.6995 0.2044 0.1121 -0.0093 0.1831
H -2.7859 -3.6154 3.0777 -0.0438 -0.0257 0.1462
N 0.3044 1.0850 2.5261 0.3755 0.0046 0.7819
C 1.9047 1.6847 -5.9860 -0.0013 0.0170 0.0001
H -1.4775 -5.9231 -0.2722 -0.0004 -0.0982 -0.0371
C 4.4559 0.0640 0.0120 0.9377 -0.2061 0.8956
C 5.4947 -0.0428 2.2123 -0.3859 0.1436 -0.1074
C -5.8611 -1.3280 0.7196 0.1778 0.0822 -0.1596
C 3.3106 -2.8244 -1.1995 -0.0131 -0.1040 -0.0423
C -3.8018 -0.2102 0.2702 0.0000 0.0659 0.5635
C -3.5358 -0.4466 -2.9991 -0.1285 -0.0357 -0.3255
H -3.9185 -0.9648 -3.8700 -0.0083 -0.0464 -0.0249
```
Forces are in eV/Å.

Results
Multiplicity: 2
Electronic energy: -2952.32896 Ha
⟨S²⟩: 0.80
Frontier orbital gap (spin up / spin down): 5.0 / 5.1 eV
Largest force on an atom: 2.60 eV/Å
Total charge: +2

=====

# 2
Computed, not measured: 3 unconnected molecules or ions with the total composition C51H35F17N3O8 at a distorted geometry, with the ωB97M-V functional and the def2-TZVPD basis.

XYZ file:
```
114
Properties=species:S:1:pos:R:3:forces:R:3
F 1.6692 0.2734 -4.5515 0.9336 -1.0235 0.7510
C 4.1982 0.7230 1.8352 0.0544 -0.0039 -0.2244
C 4.3514 1.8332 5.4916 0.0781 0.1014 0.1025
H -1.4177 5.7704 -0.2588 -1.1260 -0.2362 -0.1013
C 0.6134 -4.9825 1.0027 -0.1767 -0.0529 0.0662
C 4.7802 1.0326 0.6147 0.0099 0.1552 0.1820
C -4.0245 -5.4593 2.7033 -0.0850 -0.1296 0.0550
C 3.7821 1.5152 6.7217 -0.0267 0.0081 0.1945
H -3.0261 2.3165 2.5190 0.1519 -0.9495 -0.0770
C -5.3357 1.3861 -4.8014 0.8849 -0.8701 -1.5196
C -1.4899 2.2171 -4.2006 -1.5579 1.6984 -1.9920
C 5.3374 2.8193 5.4150 -0.1071 -0.1154 0.1333
C -0.8614 1.7497 -2.0062 0.0807 -0.1299 -0.0055
F 4.5824 0.2260 -7.8691 -1.3697 0.3558 1.3453
H 1.4049 -4.3634 0.5977 -0.0259 -0.0643 0.0429
C 2.4083 -0.7907 -4.0318 -0.9034 0.3270 -2.3303
H -4.7477 -8.7179 3.3324 0.1480 0.0986 -0.0343
N -0.7179 0.7827 -1.0177 -0.4882 2.2504 -0.1284
H -5.4055 -3.8271 2.9380 0.1551 -0.0636 -0.0520
F 0.8895 -1.9615 0.4383 0.3008 1.2465 -1.2357
F 1.6365 -1.8872 -4.2906 0.8830 0.7918 1.2961
H -3.9587 -0.5629 -7.3271 0.4357 0.7042 0.8998
H 6.8091 3.5664 1.5902 -0.0546 -0.0431 0.1731
F 5.7043 0.2033 -5.4730 -1.6095 0.1678 0.0451
C -1.2041 0.8806 1.6308 0.5022 -0.1960 0.6735
C -5.2574 -4.8970 3.0219 -0.1998 -0.0163 0.0483
H -6.9384 -7.7179 3.8626 0.0551 0.0332 -0.0091
H -3.0596 5.7676 0.4478 0.1821 -0.0817 -0.9893
H -3.2400 5.0945 -2.4430 0.6656 -0.7277 0.6785
C -1.6293 -5.2099 1.8494 0.1393 -0.1304 -0.0565
H -7.2614 -5.2689 3.6861 0.0569 -0.0237 -0.0121
C -6.1185 -7.0843 3.5457 0.0925 0.0586 -0.0285
O -2.3339 -8.6378 2.6902 0.0015 0.1512 -0.0379
O 3.0532 0.2496 4.3372 0.0344 0.1168 -0.0910
F 3.3544 -1.5621 -0.5106 -1.2160 0.3823 -1.0973
C -2.9271 -4.5885 2.2140 -0.1474 0.6059 -0.0172
H -4.2232 2.6392 -3.3884 0.1495 -0.5589 -0.6676
H -0.0256 -8.2038 1.8400 -0.1691 0.0612 0.0382
H -0.4048 0.1240 1.8555 -0.7828 0.6134 -0.6234
H 3.0076 0.7603 6.7843 0.0834 0.0158 -0.1498
C 2.2779 -1.4386 -1.3847 0.9282 -1.1025 2.2978
H 6.1639 2.3062 -0.4290 -0.0116 -0.0146 0.0586
F 4.1662 1.4980 -4.5867 -0.4510 -1.3528 -0.4026
O -1.5208 4.0628 -1.9198 -0.1464 -0.4474 -0.4890
C 2.7264 -0.4719 -2.5319 1.0792 1.6365 0.4467
H 4.5065 0.4761 -0.2692 0.0886 0.0452 0.0733
F 4.0858 -0.2594 -2.3987 -1.5723 -0.6983 -0.6314
C 5.5066 2.4536 2.8908 -0.0991 -0.1377 -0.1655
O -3.0896 -3.3864 2.1062 0.0465 -0.1089 -0.0384
C 6.0779 2.7701 1.6620 0.0513 -0.0129 -0.2187
H 5.5536 3.6231 8.6988 -0.0200 -0.0219 -0.0575
H -3.5497 3.8950 -1.1470 1.0209 0.2222 -0.1108
H -5.4982 1.1041 1.6215 0.5813 0.5377 -0.7225
C -2.6758 7.2619 -1.2159 -0.0114 -0.2742 0.2032
H -3.2728 7.9259 -0.5451 0.4909 -0.4198 -0.7266
F -0.3442 -1.0575 -2.4230 0.8572 1.0150 1.2784
F 2.1787 0.7828 -2.2425 0.0461 -1.6045 -0.0904
F 3.1294 -1.4525 -6.1744 0.4748 0.9228 1.1436
C 5.7151 2.0612 0.5268 -0.0517 -0.0092 0.0796
O -1.1719 3.2959 -4.5641 0.4232 -0.3202 0.2592
F 1.5306 0.1143 0.4007 -0.6268 -0.8164 -1.8658
C -2.7885 1.6115 -4.7521 -1.9580 -2.4867 -0.7850
H 3.7700 1.9099 8.8286 0.0263 0.0074 -0.0586
F -1.2389 -1.3261 -0.4616 1.2621 0.8791 -0.6383
N -1.2904 2.8634 -1.3698 0.0115 -0.9975 -0.2575
H -1.8016 0.3460 -6.3662 -0.6979 0.4859 0.6550
C 4.2110 2.1618 7.8713 0.0322 0.0153 -0.0886
C -0.6097 -4.4151 1.3355 0.2815 -0.0308 -0.1036
H -0.7683 -3.3551 1.1903 -0.1985 -0.1257 0.1304
C 0.8238 -6.3458 1.1918 -0.0977 0.0323 0.0222
O -2.4479 0.3080 1.9762 0.7522 1.0309 0.0960
O -0.5820 1.5431 -3.3012 -0.8951 -0.1600 2.0088
C -4.8867 -7.6470 3.2458 -0.1912 -0.0593 0.0668
C -5.3022 0.4766 -5.9486 2.8653 1.0623 1.3262
C -1.4239 -6.5791 2.0200 0.1513 0.1535 -0.0715
F 4.5442 2.2063 -6.9887 -0.6680 -1.3758 0.2730
H 3.4696 -0.0754 1.8994 0.0832 0.0664 0.1984
C -4.1179 1.9330 -4.2390 0.2185 -0.5390 -0.6379
H -6.2184 0.0629 -6.4261 0.8806 0.4422 0.5777
C -0.2667 -0.6140 -1.1389 -2.5022 -1.0095 0.6579
H -6.3543 1.6485 -4.4293 1.2399 0.0093 -0.0142
C 5.9282 3.1954 4.1066 0.4669 0.5038 0.0795
C 4.3381 0.4420 -5.4345 2.1713 0.4237 -0.3500
C 4.5559 1.4365 2.9756 0.1028 0.0439 -0.1460
C 3.9157 1.1064 4.2740 -0.4224 -0.4249 0.1592
C -2.5117 5.8301 -0.5237 0.9586 0.4909 -0.3235
C 1.1130 -0.9074 -0.4277 0.5143 -1.0731 1.4544
C -6.3009 -5.7079 3.4426 0.0885 -0.0215 -0.0312
F 2.6521 1.1309 -7.1053 1.2766 -0.7945 0.1576
C -1.1440 1.4394 0.1711 -0.0554 0.4370 1.4029
C 3.6655 -0.9125 -5.0067 -0.5296 -1.7005 -0.8706
C -2.7477 0.6787 -5.8825 -1.4067 0.0407 0.4251
C -2.8009 4.6372 -1.5121 -1.1525 1.8797 0.1479
N -1.4923 2.7099 -0.0245 1.1961 -2.9044 -1.1166
C -0.1920 -7.1426 1.6989 0.1930 0.0058 -0.0808
F 1.9703 -2.7225 -1.7125 0.0314 1.5316 -0.5957
H -4.2374 0.5864 0.4255 -0.3457 0.7230 0.7553
H -0.9819 1.7489 2.3159 -0.1278 -0.6245 -0.9216
H -3.1720 7.1915 -2.2186 0.2147 0.0536 0.9636
C -4.5070 1.3733 1.1848 0.4812 -0.6458 0.6027
C -2.5155 -7.4477 2.5287 0.0398 -0.6749 0.1097
H 1.7808 -6.7873 0.9388 -0.0579 0.0176 0.0216
F 4.5522 -1.8740 -4.5901 -0.9622 1.6621 0.1060
H -1.6791 7.7429 -1.4068 -0.9329 -0.4923 0.3194
O 6.7463 4.0901 4.0313 -0.1067 -0.1134 -0.0454
C -3.8345 -6.8369 2.8298 -0.1632 0.1504 0.0027
C 5.7688 3.4602 6.5722 0.0161 0.0594 0.2017
H 6.5430 4.2161 6.5193 -0.0602 -0.0657 -0.1550
H -3.9019 0.9740 3.3320 0.4984 0.0392 -1.0728
C 3.9756 0.9528 -6.8961 0.9400 1.7783 -0.8579
H -4.4839 2.3681 0.6800 -0.3074 -0.7114 0.5162
C -3.4345 1.2868 2.3582 -1.2787 0.3855 -0.6536
C 5.2110 3.1278 7.7980 -0.0393 -0.0414 -0.1033
C -3.9702 0.1275 -6.4500 -0.9680 1.0972 0.9751
```
Forces are in eV/Å.

Results
Multiplicity: 1
Electronic energy: -4427.94388 Ha
Frontier orbital gap: 8.0 eV
Largest force on an atom: 3.33 eV/Å
Total charge: +1